The following is a DFT calculation (wB97M-V/def2-TZVPD) of 7 unconnected molecules or ions with the total composition C54H63F16NO3S2.

Values from the calculation:
* energy above the lowest of the compared OMol25 structures with the same formula, charge and spin: 0.0000 eV
* structure (SMILES): COCCCCCCCCCCCN(CCCCC(F)(F)C(F)(F)S(F)(F)(F)(F)F)S(=O)(=O)F.Fc1ccccc1.Fc1ccccc1.Fc1ccccc1.Fc1ccccc1.Fc1ccccc1.Fc1ccccc1
* gap between HOMO and LUMO: 9.65 eV
* net charge: 0

Geometry as XYZ:
```
139
Properties=species:S:1:pos:R:3:forces:R:3:mulliken_charge:R:1
C 5.203 -0.928 0.760 0.00 0.34 0.08 -0.6450
O 5.072 0.087 -0.218 -0.22 -0.13 -0.02 -0.1742
C 5.177 1.384 0.328 0.33 0.31 0.17 -0.6972
C 5.730 2.334 -0.720 0.25 -0.34 -0.10 -0.4529
C 5.010 2.316 -2.082 -0.24 0.33 0.16 -0.7053
C 3.493 2.031 -2.039 0.07 0.16 -0.51 -0.9902
C 3.116 0.690 -2.684 -0.07 0.01 0.04 -0.8071
C 1.820 0.062 -2.156 0.15 -0.37 -0.40 -0.5240
C 1.850 -1.476 -2.255 -0.26 0.34 0.02 -0.5061
C 0.455 -2.124 -2.230 0.02 -0.11 0.57 -0.5240
C 0.167 -2.845 -0.905 0.11 -0.11 -0.31 -0.6591
C -1.226 -3.464 -0.833 -0.07 0.17 0.25 -0.7524
C -2.328 -2.402 -0.778 0.34 -0.23 -0.08 -0.9759
N -3.575 -2.936 -0.173 -0.12 0.97 0.15 0.5337
C -4.807 -2.578 -0.916 -0.02 -0.21 -0.03 -1.4690
C -5.004 -1.081 -1.223 0.28 -0.31 -0.26 0.5128
C -6.492 -0.798 -1.408 -0.02 0.00 0.16 -0.0858
C -6.887 0.610 -1.889 -0.07 -0.19 -0.10 -1.4456
C -6.049 1.801 -1.467 -0.03 0.28 -0.09 1.1182
F -6.583 2.917 -2.045 0.08 -0.10 -0.09 -0.3326
F -4.791 1.692 -1.950 0.01 -0.14 0.09 -0.2621
C -6.079 2.096 0.079 0.10 0.41 -0.35 0.3040
F -7.223 2.732 0.310 -0.46 0.36 0.17 -0.2674
F -6.127 0.971 0.766 0.28 -0.77 0.29 -0.2219
S -4.646 3.145 0.795 -0.06 -0.21 -0.03 1.4061
F -5.627 4.273 1.319 0.11 0.03 -0.09 -0.2731
F -4.772 2.415 2.200 0.04 0.07 -0.07 -0.3274
F -3.637 2.018 0.299 0.05 0.05 0.13 -0.2983
F -4.511 3.911 -0.584 0.07 0.06 0.02 -0.3087
F -3.420 3.966 1.350 -0.13 -0.08 -0.05 -0.2989
S -3.652 -2.784 1.454 0.49 -0.97 -0.04 1.0150
O -4.443 -3.832 2.015 0.18 0.55 -0.30 -0.5677
O -2.350 -2.474 1.947 -0.56 -0.17 -0.04 -0.5813
F -4.518 -1.487 1.652 -0.11 0.23 0.07 -0.1334
H 6.255 -1.035 1.029 -0.04 -0.17 0.02 -0.0152
H 4.648 -0.682 1.674 -0.06 -0.03 -0.07 0.4311
H 4.811 -1.860 0.356 0.10 0.01 -0.08 0.2724
H 5.870 1.378 1.183 -0.03 -0.03 -0.04 0.5263
H 4.213 1.731 0.720 -0.07 -0.16 -0.05 0.3058
H 5.776 3.343 -0.297 -0.21 -0.04 0.01 0.2842
H 6.770 2.039 -0.890 -0.04 0.08 0.00 0.1809
H 5.495 1.593 -2.739 -0.03 -0.06 0.05 0.3619
H 5.164 3.294 -2.548 0.12 -0.08 -0.01 0.3033
H 2.994 2.824 -2.605 -0.12 -0.02 0.18 0.5352
H 3.095 2.092 -1.025 0.08 -0.06 0.04 0.4207
H 2.994 0.852 -3.761 0.13 -0.10 0.02 0.4004
H 3.943 -0.017 -2.578 -0.05 0.04 0.22 0.4287
H 0.984 0.403 -2.776 -0.06 0.21 0.27 0.4297
H 1.651 0.360 -1.118 -0.14 0.05 -0.04 0.2489
H 2.425 -1.849 -1.404 0.21 -0.13 -0.20 0.0157
H 2.370 -1.740 -3.180 0.04 -0.08 0.10 0.4459
H -0.305 -1.347 -2.360 0.00 -0.08 -0.26 0.1857
H 0.352 -2.864 -3.029 -0.08 0.16 -0.10 0.3252
H 0.908 -3.642 -0.783 -0.01 0.08 0.06 0.3576
H 0.304 -2.150 -0.070 -0.02 -0.03 0.02 0.3384
H -1.297 -4.070 0.074 0.00 0.00 -0.09 0.3637
H -1.397 -4.121 -1.690 0.01 -0.06 0.06 0.2756
H -1.958 -1.537 -0.223 -0.12 0.03 -0.04 0.3211
H -2.579 -2.068 -1.784 -0.07 0.00 0.07 0.6413
H -4.747 -3.110 -1.866 -0.12 -0.17 0.13 0.3729
H -5.662 -2.979 -0.367 0.06 -0.01 0.00 0.1658
H -4.545 -0.474 -0.449 -0.13 0.10 0.12 0.1680
H -4.463 -0.853 -2.147 -0.08 0.09 0.04 0.3689
H -6.868 -1.514 -2.145 -0.09 0.10 0.01 -0.2729
H -7.022 -1.034 -0.482 0.10 0.06 0.02 0.4329
H -7.917 0.838 -1.606 0.03 -0.07 0.02 0.3601
H -6.858 0.639 -2.982 0.08 0.14 0.06 0.4492
F 8.046 3.133 -2.684 0.09 -0.02 -0.09 -0.3517
C 8.158 4.457 -2.465 -0.02 0.07 0.06 0.4413
C 8.618 4.889 -1.237 0.02 -0.03 0.06 -0.3778
C 8.728 6.255 -1.015 -0.02 0.01 -0.05 -0.4633
C 8.377 7.158 -2.009 0.00 0.01 0.00 -0.4890
C 7.914 6.695 -3.233 0.02 -0.01 0.05 -0.3739
C 7.802 5.332 -3.471 -0.03 -0.01 -0.07 -0.4178
H 8.879 4.166 -0.476 0.00 -0.01 -0.02 0.4841
H 9.090 6.612 -0.060 -0.01 0.00 0.01 0.3658
H 8.463 8.221 -1.829 0.00 0.00 0.00 0.3804
H 7.636 7.396 -4.008 0.00 0.00 -0.01 0.3573
H 7.448 4.947 -4.418 -0.01 -0.02 0.01 0.4456
F -9.087 8.015 5.241 0.00 0.00 0.01 -0.3165
C -8.912 7.377 4.065 0.02 -0.03 -0.06 0.4216
C -8.188 6.201 4.048 0.03 -0.03 0.05 -0.6723
C -8.013 5.549 2.835 -0.10 0.07 0.02 -0.0921
C -8.553 6.077 1.670 0.01 -0.02 -0.03 -0.4860
C -9.274 7.262 1.717 0.03 -0.04 0.02 -0.3592
C -9.461 7.923 2.923 -0.04 0.06 -0.02 -0.4819
H -7.772 5.812 4.967 -0.02 0.01 0.01 0.4155
H -7.458 4.625 2.804 0.02 -0.03 0.02 0.3730
H -8.410 5.565 0.728 0.01 0.00 0.00 0.4044
H -9.693 7.678 0.811 -0.01 0.00 0.00 0.3630
H -10.023 8.845 2.985 0.01 0.00 0.02 0.4115
F -6.670 -4.354 -2.994 0.00 0.02 -0.01 -0.3232
C -8.016 -4.353 -3.137 -0.05 0.02 -0.03 0.4033
C -8.611 -3.301 -3.805 0.04 0.06 -0.03 -0.3404
C -9.991 -3.303 -3.946 -0.01 -0.04 0.03 -0.4736
C -10.746 -4.341 -3.419 -0.01 0.00 0.00 -0.5726
C -10.120 -5.385 -2.752 -0.02 0.05 -0.03 -0.3564
C -8.741 -5.399 -2.608 0.03 -0.07 0.07 -0.4859
H -8.001 -2.503 -4.208 0.01 -0.02 -0.02 0.5055
H -10.476 -2.491 -4.471 0.00 0.01 0.00 0.3785
H -11.822 -4.337 -3.529 0.00 0.00 0.00 0.3943
H -10.706 -6.192 -2.334 0.00 -0.01 0.00 0.3890
H -8.232 -6.201 -2.091 0.02 0.01 0.02 0.4737
F 6.969 -2.601 2.751 0.05 -0.07 0.07 -0.3072
C 8.268 -2.842 2.466 0.06 0.03 -0.03 0.6777
C 8.827 -4.043 2.851 -0.03 -0.06 0.05 -0.5511
C 10.162 -4.276 2.552 0.01 0.05 -0.03 -0.2233
C 10.911 -3.318 1.881 0.02 -0.01 -0.01 -0.6703
C 10.323 -2.120 1.502 -0.14 -0.12 0.05 -0.3257
C 8.989 -1.874 1.794 -0.03 0.06 -0.02 -0.6066
H 8.226 -4.773 3.376 -0.01 0.01 -0.01 0.4185
H 10.618 -5.213 2.844 0.00 -0.01 0.01 0.3572
H 11.952 -3.505 1.651 0.00 0.01 0.00 0.4074
H 10.898 -1.375 0.975 0.04 0.04 -0.03 0.4141
H 8.512 -0.948 1.506 -0.01 0.00 0.02 0.3884
F -9.412 -4.818 0.709 0.00 0.01 -0.04 -0.2859
C -8.843 -5.585 1.665 0.03 -0.05 0.06 0.4283
C -9.662 -6.264 2.545 -0.07 -0.01 0.01 -0.5530
C -9.072 -7.047 3.526 0.05 0.01 -0.01 -0.3160
C -7.689 -7.135 3.617 0.00 -0.01 0.00 -0.5855
C -6.890 -6.440 2.719 -0.04 -0.04 0.03 -0.4221
C -7.467 -5.660 1.728 0.07 0.07 -0.09 -0.1781
H -10.737 -6.173 2.460 0.01 0.01 -0.02 0.4336
H -9.696 -7.589 4.224 -0.01 0.00 0.01 0.3600
H -7.235 -7.742 4.388 0.00 0.00 0.00 0.3768
H -5.812 -6.496 2.788 0.01 0.02 -0.01 0.4043
H -6.859 -5.112 1.020 -0.01 0.02 0.03 0.3495
F 13.049 -0.619 1.382 0.12 0.02 -0.01 -0.3189
C 13.145 0.623 1.903 -0.03 0.06 0.01 0.5121
C 13.486 0.762 3.233 0.01 -0.05 0.06 -0.5052
C 13.578 2.042 3.760 -0.01 0.03 -0.05 -0.2691
C 13.326 3.150 2.962 0.00 0.01 0.01 -0.5786
C 12.982 2.979 1.628 0.01 -0.02 0.05 -0.2969
C 12.891 1.705 1.086 -0.02 0.01 -0.07 -0.5104
H 13.670 -0.117 3.836 0.00 -0.01 -0.02 0.4213
H 13.848 2.173 4.799 -0.01 -0.01 0.01 0.3533
H 13.398 4.145 3.380 0.00 0.00 0.00 0.3764
H 12.783 3.840 1.004 0.01 0.00 -0.01 0.3857
H 12.630 1.548 0.048 0.00 -0.02 0.01 0.4326
```
Positions in Å, forces in eV/Å.